Entry 1:
The following is a quantum chemistry calculation of C39H24HfN11S4Se as an isolated structure, from OMol25.

Geometry as ORCA input:
```
! RIJCOSX wB97M-V def2-TZVPD def2/J DEFGRID3
* xyz 1 1
Hf -1.364 0.030 -0.311
S -1.594 -4.871 5.909
N -1.339 -5.168 4.348
C -1.361 -3.996 3.741
C -1.168 -3.777 2.322
C -0.927 -4.829 1.439
C -0.728 -4.544 0.110
C -0.794 -3.222 -0.300
N -1.046 -2.204 0.522
C -1.219 -2.467 1.838
C -1.454 -1.340 2.744
N -1.469 -0.102 2.207
C -1.694 0.925 3.012
C -1.903 0.794 4.383
C -1.868 -0.453 4.943
C -1.638 -1.550 4.110
C -1.589 -2.906 4.617
N -1.736 -3.269 5.878
H -0.894 -5.839 1.828
H -0.524 -5.320 -0.614
H -0.626 -2.976 -1.335
H -1.705 1.904 2.559
H -2.105 1.674 4.978
H -2.022 -0.620 6.001
S -1.793 1.430 -2.475
C -0.303 2.317 -2.277
C 0.577 2.488 -3.340
C 1.823 3.074 -3.154
C 2.747 3.105 -4.256
N 3.457 3.099 -5.161
C 2.180 3.546 -1.888
C 1.288 3.418 -0.827
C 0.062 2.786 -0.998
S -1.005 2.491 0.365
C 3.491 4.073 -1.625
N 4.546 4.450 -1.365
H 0.310 2.117 -4.322
H 1.560 3.796 0.151
C 2.296 -0.630 -3.334
C 1.518 -0.512 -2.177
N 0.236 -0.835 -2.110
C -0.348 -1.314 -3.246
C 0.358 -1.473 -4.443
C 1.716 -1.109 -4.471
C -0.300 -1.979 -5.613
C -1.605 -2.303 -5.579
C -2.362 -2.137 -4.373
C -3.735 -2.436 -4.315
C -4.412 -2.250 -3.143
C -3.718 -1.753 -2.038
N -2.432 -1.451 -2.063
C -1.747 -1.646 -3.217
H 3.334 -0.327 -3.313
H 1.962 -0.131 -1.270
H 2.276 -1.200 -5.395
H 0.279 -2.091 -6.522
H -2.114 -2.686 -6.455
H -4.233 -2.806 -5.203
H -5.468 -2.466 -3.058
H -4.230 -1.589 -1.101
C 5.293 2.839 1.863
C 3.865 2.584 2.204
C 3.127 3.319 3.087
C 1.796 2.945 3.320
N 1.233 1.900 2.717
C 1.937 1.200 1.832
S 1.338 -0.166 1.005
N 3.234 1.559 1.586
C 0.939 3.726 4.261
H 5.770 3.431 2.639
H 5.355 3.394 0.925
H 5.839 1.903 1.738
H 3.572 4.157 3.606
H 3.737 0.991 0.918
H 1.527 4.161 5.068
H 0.155 3.091 4.667
H 0.462 4.545 3.714
Se -5.146 1.140 2.220
C -4.104 0.430 1.048
N -3.376 -0.089 0.262
*
```

## Properties
M   1032.42 g mol⁻¹
HOMO-LUMO gap   6.78 eV
Total energy   -167219.8160 eV
HOMO   -0.371 Eh

These are the Mulliken partial charges, in e, on atoms 1 to 2: atom 1 (Hf): 0.662, atom 2 (S): 0.158

---

Entry 2:
The following is a quantum chemistry calculation of an isolated ion of composition C4H5N2O4P and charge -2 in a non-equilibrium geometry, from OMol25.

Geometry as ORCA input:
```
! RIJCOSX wB97M-V def2-TZVPD def2/J DEFGRID3
* xyz -2 1
O 1.318 -0.075 -2.773
C 1.944 -0.563 -1.837
O 3.065 -1.093 -1.785
C 1.159 -0.481 -0.328
N 0.710 0.859 -0.109
N -0.374 0.764 0.898
C -1.250 -0.379 0.387
C -2.214 -0.988 1.510
O -2.120 -2.234 1.559
O -3.121 -0.321 2.090
P -0.204 -1.729 -0.162
H 1.915 -0.852 0.491
H 1.477 1.251 0.355
H -0.899 1.590 0.985
H -1.978 -0.065 -0.256
H -0.737 -1.734 -1.590
*
```

## Properties
M   176.07 g mol⁻¹
SMILES   O=C([O-])[C@H]1NN[C@H](C(=O)[O-])P1
HOMO-LUMO gap   7.34 eV
Total energy   -24686.1975 eV
HOMO   -0.025 Eh

These are the natural (NBO) partial charges, in e, on atoms 1 to 2: atom 1 (O): -0.767, atom 2 (C): 0.801